Entry 1:
Computed, not measured: an isolated molecule of C3H8N2O2 at a distorted geometry, with ωB97M-V/def2-TZVPD.

Computed properties:
E_HOMO (alpha / beta), eV: -7.88 / -8.75
Energy relative to the best compared isomer or geometry (same formula, charge and spin), kcal per mole: 137.3
F_max, eV/Å: 2.6
E_tot, hartree: -378.9222
Gap between HOMO and LUMO (alpha / beta), eV: 7.40 / 8.92

```
15
Properties=species:S:1:pos:R:3:mulliken_charge:R:1
C 0.149 -0.642 0.774 -0.126
C 1.595 -0.669 1.062 -1.166
C -0.555 0.194 -0.155 0.755
N -1.957 0.024 -0.254 -0.687
O -0.516 0.069 -2.420 -0.438
O -0.364 1.628 0.727 -0.645
N 0.260 0.006 -1.242 -0.267
H 0.137 -0.100 -3.109 0.344
H 0.527 1.941 0.514 0.301
H -0.482 -1.256 1.410 0.385
H -2.424 0.639 0.399 0.295
H -2.257 0.229 -1.199 0.259
H 1.773 -0.218 2.045 0.309
H 1.942 -1.705 1.140 0.360
H 2.173 -0.139 0.309 0.322
```

=====

Entry 2:
Computed, not measured: a cluster of 9 separate species, C29H32BBrCl32F16N5O7S2 in total at a distorted geometry, with ωB97M-V/def2-TZVPD.

Computed properties:
E_HOMO, eV: -11.62
F_max, eV/Å: 6.4
Charge: +1
E_tot, hartree: -21643.3273
Gap between HOMO and LUMO, eV: 8.41

```
125
Properties=species:S:1:pos:R:3:mulliken_charge:R:1
C -3.630 3.120 0.838 -1.142
C -4.112 2.101 -0.210 -0.797
Br -5.118 0.739 0.859 -0.079
C -3.241 1.506 -1.329 -1.005
N -1.737 1.418 -1.295 2.115
C -1.404 0.753 0.016 -0.648
C -1.896 -0.674 0.289 -1.047
C -1.800 -1.023 1.792 -0.116
F -2.518 -2.177 1.856 -0.380
F -2.471 -0.183 2.574 -0.131
C -0.377 -1.414 2.317 0.587
F 0.441 -1.839 1.371 0.127
F -0.533 -2.462 3.101 -0.295
S 0.545 -0.130 3.353 1.317
F 1.763 -0.127 2.308 -0.391
F -0.106 1.106 2.590 -0.206
F -0.551 -0.169 4.469 -0.149
F 1.304 -1.309 4.110 -0.352
F 1.358 0.898 4.233 -0.303
C -1.210 0.586 -2.453 -1.864
S -1.924 0.874 -4.093 1.712
O -2.687 2.098 -4.261 -0.648
O -1.000 0.987 -5.189 -0.664
C -3.086 -0.471 -4.717 0.320
F -2.410 -1.448 -5.275 -0.236
F -3.734 0.073 -5.719 -0.213
C -4.144 -1.093 -3.776 0.475
F -4.627 -2.131 -4.481 -0.320
F -3.637 -1.699 -2.693 -0.213
C -5.435 -0.246 -3.426 0.893
F -5.712 -0.455 -2.151 -0.279
F -5.356 1.030 -3.717 -0.179
F -6.470 -0.713 -4.077 -0.306
C 0.326 0.268 -2.310 -1.253
O 0.500 -0.891 -1.440 -0.321
N 1.726 -1.517 -1.683 0.396
O 1.769 -2.572 -1.201 -0.300
B 1.055 -0.342 -3.666 0.868
O 2.283 0.230 -3.988 -0.160
N 0.530 -1.324 -4.569 -0.136
C 1.547 -1.806 -5.551 -1.052
C -0.050 -2.543 -3.979 -1.234
N 1.016 1.455 -1.881 1.424
C 2.026 1.437 -0.854 0.732
C 3.473 1.737 -1.369 -1.211
C 3.518 2.988 -2.224 0.212
N 3.346 4.272 -1.641 -0.190
O 3.646 2.939 -3.398 -0.269
C 0.350 2.735 -2.108 -1.399
C 0.454 3.216 -3.579 -1.867
C -1.042 2.780 -1.380 0.697
C -1.847 3.963 -1.928 -1.953
O -0.697 3.156 -0.043 -0.600
H -4.529 3.590 1.255 0.575
H -2.994 3.934 0.493 0.153
H -3.141 2.674 1.713 0.301
H -4.973 2.593 -0.664 0.755
H -3.600 0.488 -1.525 -0.554
H -3.602 2.011 -2.231 1.335
H -1.785 1.307 0.875 1.537
H -0.328 0.756 0.207 0.279
H -1.367 -1.489 -0.219 -0.048
H -2.944 -0.884 0.044 0.591
H -1.595 -0.437 -2.252 0.914
H 2.236 0.740 -4.809 0.078
H 1.838 -1.034 -6.263 0.323
H 2.444 -2.135 -5.006 0.320
H 1.143 -2.702 -6.029 0.369
H -0.572 -3.159 -4.717 0.357
H 0.728 -3.174 -3.522 0.497
H -0.765 -2.284 -3.182 0.259
H 2.131 0.518 -0.266 -0.184
H 1.860 2.192 -0.077 -0.426
H 4.070 1.942 -0.467 0.581
H 3.853 0.892 -1.941 0.386
H 4.081 4.852 -2.040 0.394
H 3.497 4.257 -0.627 -0.171
H 0.987 3.462 -1.598 1.569
H -0.464 3.254 -4.168 0.762
H 1.151 2.579 -4.126 -0.030
H 0.899 4.215 -3.648 0.343
H -2.869 4.082 -1.557 0.367
H -1.347 4.892 -1.627 0.544
H -1.935 4.053 -3.012 0.375
H -0.316 4.042 -0.042 0.825
C 3.064 -4.728 1.660 0.296
Cl 1.814 -3.821 2.524 -0.078
Cl 4.164 -3.600 0.851 -0.120
Cl 3.969 -5.706 2.818 -0.064
Cl 2.304 -5.781 0.457 -0.116
C -9.763 0.276 -5.902 0.308
Cl -9.814 0.142 -7.663 -0.094
Cl -8.131 0.735 -5.392 -0.049
Cl -10.917 1.504 -5.368 -0.098
Cl -10.183 -1.283 -5.179 -0.100
C 3.206 -7.647 6.576 0.316
Cl 2.842 -7.134 8.224 -0.088
Cl 4.950 -7.955 6.389 -0.137
Cl 2.311 -9.126 6.210 -0.091
Cl 2.730 -6.370 5.446 -0.001
C -2.342 0.010 7.474 0.229
Cl -3.600 -0.111 6.232 -0.087
Cl -1.484 1.548 7.293 -0.099
Cl -3.085 -0.065 9.074 -0.082
Cl -1.202 -1.326 7.288 -0.046
C 5.804 3.261 -6.397 0.311
Cl 4.593 1.969 -6.441 -0.069
Cl 7.091 2.821 -5.267 -0.116
Cl 6.485 3.479 -8.012 -0.097
Cl 5.047 4.771 -5.870 -0.104
C 2.119 -0.886 9.531 0.266
Cl 2.223 -1.048 7.770 -0.014
Cl 3.649 -0.260 10.155 -0.102
Cl 0.812 0.232 9.947 -0.070
Cl 1.791 -2.469 10.246 -0.084
C 3.372 4.471 2.728 0.258
Cl 2.042 3.407 2.225 -0.007
Cl 4.247 3.721 4.059 -0.086
Cl 4.479 4.729 1.363 -0.131
Cl 2.713 6.023 3.247 -0.096
C 6.501 -7.504 10.862 0.301
Cl 7.877 -6.393 10.811 -0.103
Cl 5.245 -6.838 11.918 -0.108
Cl 5.847 -7.709 9.231 0.006
Cl 7.030 -9.070 11.489 -0.098
```

=====

Entry 3:
Computed, not measured: a cluster of 4 separate species, C2H12O3S2 in total at a distorted geometry, with ωB97M-V/def2-TZVPD.

Computed properties:
E_HOMO, eV: -8.30
Energy relative to the best compared isomer or geometry (same formula, charge and spin), kcal per mole: 22.8
F_max, eV/Å: 1.7
Structure (SMILES): CSSC.O.O.O
E_tot, hartree: -1105.4652
Gap between HOMO and LUMO, eV: 8.88

```
19
Properties=species:S:1:pos:R:3:mulliken_charge:R:1
C 0.158 -1.551 -0.782 -0.806
S 1.428 -0.400 -0.252 -0.104
S 0.393 1.201 0.638 0.008
C 1.468 2.561 0.101 -0.895
H -0.684 -1.247 -1.374 0.357
H 0.604 -2.329 -1.426 0.367
H -0.214 -2.131 0.056 0.278
H 1.579 2.665 -0.978 0.296
H 1.079 3.495 0.515 0.321
H 2.446 2.429 0.536 0.302
O -0.809 0.485 -2.962 -0.619
H -0.205 0.294 -3.673 0.312
H -0.407 1.183 -2.441 0.303
O -2.320 -1.291 0.854 -0.602
H -2.978 -1.983 0.828 0.293
H -1.770 -1.429 1.613 0.365
O -0.317 -0.777 2.976 -0.639
H 0.389 -0.599 3.613 0.297
H 0.160 -0.578 2.158 0.166
```

=====

Entry 4:
Computed, not measured: an isolated molecule of C2H4ClN at a distorted geometry, with ωB97M-V/def2-TZVPD.

Computed properties:
E_HOMO (alpha / beta), eV: -9.41 / -8.85
Energy relative to the best compared isomer or geometry (same formula, charge and spin), kcal per mole: 78.3
F_max, eV/Å: 9.8
Structure (SMILES): [H]/N=C(/C)Cl
E_tot, hartree: -593.4164
Gap between HOMO and LUMO (alpha / beta), eV: 9.37 / 8.73

```
8
Properties=species:S:1:pos:R:3:mulliken_charge:R:1
H -0.405 -2.245 1.734 0.203
N 0.006 -1.228 1.628 -0.466
C -0.546 -0.809 0.087 0.335
C 0.072 0.412 -0.513 -0.798
Cl -1.545 -1.752 -0.809 -0.117
H -0.895 0.949 -0.669 0.275
H 0.419 0.113 -1.450 0.321
H 0.896 0.673 0.192 0.247
```

=====

Entry 5:
Computed, not measured: an isolated molecule of C22H23NO6S2 at a distorted geometry, with ωB97M-V/def2-TZVPD.

Computed properties:
E_HOMO, eV: -7.98
Energy relative to the best compared isomer or geometry (same formula, charge and spin), kcal per mole: 2.3
F_max, eV/Å: 1.1
Structure (SMILES): COc1ccc(CCN(Cc2cccs2)S(=O)(=O)c2ccc(C(=O)O)cc2)cc1OC
E_tot, hartree: -2154.6871
Gap between HOMO and LUMO, eV: 7.88

```
54
Properties=species:S:1:pos:R:3:mulliken_charge:R:1
C 1.345 -4.926 -0.951 -0.681
O 0.841 -3.924 -1.804 -0.428
C 1.018 -2.609 -1.470 0.988
C 1.635 -2.190 -0.298 -0.337
C 1.847 -0.849 -0.025 -1.105
C 1.457 0.122 -0.930 0.516
C 1.747 1.581 -0.713 -1.103
C 0.486 2.455 -0.684 -1.157
N -0.213 2.353 0.578 0.403
C -0.032 3.438 1.527 -1.150
C -0.513 4.746 0.991 0.517
C 0.225 5.832 0.626 -0.616
C -0.561 6.883 0.107 -0.499
C -1.881 6.567 0.077 -0.495
S -2.197 4.986 0.681 -0.021
S -1.698 1.600 0.568 1.464
O -2.501 2.164 1.616 -0.735
O -2.233 1.543 -0.760 -0.744
C -1.267 -0.060 1.093 0.216
C -1.579 -1.154 0.311 -0.243
C -1.281 -2.422 0.777 -0.540
C -0.685 -2.581 2.027 0.525
C -0.377 -3.948 2.501 0.338
O -0.444 -4.941 1.818 -0.633
O 0.007 -3.997 3.783 -0.464
C -0.376 -1.467 2.806 -1.093
C -0.669 -0.204 2.332 -0.521
C 0.815 -0.289 -2.089 -0.352
C 0.569 -1.626 -2.374 0.170
O -0.074 -1.830 -3.558 -0.508
C -0.624 -3.086 -3.889 -0.749
H 2.419 -4.803 -0.780 0.361
H 0.815 -4.951 0.004 0.119
H 1.171 -5.863 -1.479 0.293
H 1.968 -2.924 0.419 0.463
H 2.338 -0.571 0.896 0.325
H 2.295 1.715 0.221 0.307
H 2.379 1.937 -1.531 0.424
H -0.208 2.141 -1.466 0.669
H 0.754 3.502 -0.862 0.401
H -0.604 3.167 2.416 0.556
H 1.031 3.506 1.782 0.378
H 1.295 5.884 0.737 0.438
H -0.158 7.822 -0.227 0.392
H -2.695 7.173 -0.267 0.436
H -2.049 -0.991 -0.646 0.534
H -1.516 -3.301 0.196 0.428
H 0.188 -4.915 4.040 0.369
H 0.087 -1.604 3.771 0.452
H -0.452 0.676 2.916 0.383
H 0.490 0.430 -2.824 0.495
H -1.280 -3.460 -3.100 0.256
H 0.150 -3.827 -4.095 0.253
H -1.208 -2.909 -4.792 0.306
```

=====

Entry 6:
Computed, not measured: a cluster of 9 separate species, H18O9 in total at a distorted geometry, with ωB97M-V/def2-TZVPD.

Computed properties:
E_HOMO, eV: -9.74
Energy relative to the best compared isomer or geometry (same formula, charge and spin), kcal per mole: 62.6
F_max, eV/Å: 4.1
Structure (SMILES): O.O.O.O.O.O.O.O.O
E_tot, hartree: -687.9261
Gap between HOMO and LUMO, eV: 9.67

```
27
Properties=species:S:1:pos:R:3:mulliken_charge:R:1
O -1.573 1.651 -0.596 -0.532
H -2.551 1.688 -0.622 0.292
H -1.384 1.587 -1.490 0.246
O -0.157 -0.280 1.042 -0.487
H -0.548 -1.011 0.596 0.301
H -0.847 0.395 0.947 0.298
O -3.958 -0.635 -0.915 -0.615
H -4.279 -1.068 -1.726 0.291
H -3.093 -0.930 -0.758 0.386
O 1.559 0.741 -1.072 -0.558
H 0.921 0.367 -1.678 0.269
H 1.328 0.478 -0.202 0.214
O 3.155 -1.119 0.884 -0.660
H 3.173 -0.146 0.886 0.420
H 2.322 -1.320 0.489 0.373
O -0.413 2.836 1.875 -0.619
H -0.682 2.952 0.972 0.319
H -0.595 3.730 2.356 0.292
O -1.343 -1.850 -0.869 -0.693
H -0.413 -1.858 -0.891 0.271
H -1.582 -2.506 -1.548 0.275
O 1.473 -2.494 -0.763 -0.674
H 2.095 -2.145 -1.505 0.354
H 1.654 -3.384 -0.908 0.250
O 2.138 1.300 1.554 -0.594
H 2.346 1.955 2.229 0.289
H 1.263 1.054 1.715 0.292
```

=====

Entry 7:
Computed, not measured: a structure of composition C31H42F3IN4O10S at a distorted geometry, with ωB97M-V/def2-TZVPD.

Computed properties:
E_HOMO, eV: -8.06
F_max, eV/Å: 5.1
E_tot, hartree: -3172.8753
Gap between HOMO and LUMO, eV: 5.09

```
92
Properties=species:S:1:pos:R:3:mulliken_charge:R:1
C 5.215 -2.398 0.932 -1.028
C 4.049 -1.349 1.361 0.492
O 3.759 -1.374 2.598 -0.590
N 3.433 -0.476 0.391 0.918
C 4.323 -0.028 -0.719 -0.906
C 2.070 -0.816 -0.057 -1.119
N 0.958 -0.150 0.610 0.700
C 1.242 0.880 1.594 -1.640
C 1.928 2.253 1.026 0.995
C 2.641 2.925 2.336 -0.627
C 2.305 4.479 2.498 0.415
O 2.239 5.050 3.630 -0.626
O 2.097 5.268 1.344 -0.421
C -0.396 -0.243 0.035 1.356
C -1.385 -0.740 1.180 -0.665
C -2.941 -0.421 1.040 -0.469
O -3.525 0.019 2.313 -0.605
C -0.705 1.120 -0.725 -1.171
C -1.394 2.337 -0.016 0.665
C -1.810 2.581 1.438 -0.057
C -2.493 3.874 1.992 -1.078
C -2.778 5.036 1.017 -0.578
C -2.390 4.835 -0.469 0.566
C -2.698 5.980 -1.562 -1.234
C -1.704 3.554 -0.982 -0.782
C -0.424 -1.385 -1.149 -1.400
C -1.866 -1.681 -1.762 -0.794
C -2.626 -2.986 -1.251 -0.859
C -2.678 -4.203 -2.275 0.282
O -2.501 -4.113 -3.524 -0.573
N -3.005 -5.582 -1.791 -0.300
C -3.625 -5.548 -0.448 0.289
C -2.653 -5.738 0.766 -0.342
C -3.091 -5.696 2.244 -0.439
C -4.612 -5.447 2.543 -0.480
C -5.565 -5.286 1.338 -0.418
C -5.132 -5.328 -0.158 -0.429
N 0.397 -2.601 -0.869 -0.330
I 0.923 -3.345 -2.784 0.396
C 1.702 -2.375 -0.110 0.337
O 1.458 -2.976 1.194 -0.605
O 2.701 -3.183 -0.779 -0.456
H 6.212 -2.176 1.433 0.342
H 4.844 -3.430 1.302 0.269
H 5.329 -2.496 -0.198 0.240
H 5.359 0.209 -0.268 0.339
H 4.450 -0.871 -1.479 0.338
H 3.914 0.929 -1.212 0.242
H 2.094 -0.450 -1.164 0.448
H 0.393 1.231 2.271 0.564
H 2.033 0.470 2.337 0.573
H 2.741 2.031 0.261 -0.619
H 1.164 3.022 0.676 0.252
H 3.773 2.791 2.328 0.394
H 2.221 2.408 3.279 0.298
H 2.085 6.224 1.589 0.345
H -1.299 -1.898 1.215 0.194
H -1.084 -0.410 2.248 0.567
H -3.221 0.322 0.214 0.392
H -3.521 -1.392 0.788 -0.139
H -4.082 0.812 2.169 0.393
H 0.328 1.504 -1.095 0.375
H -1.281 0.960 -1.719 0.652
H -1.650 1.735 2.178 0.405
H -2.789 3.963 3.098 0.340
H -3.282 6.024 1.296 0.292
H -2.793 6.987 -1.036 0.338
H -1.977 5.971 -2.443 0.328
H -3.745 5.740 -1.994 0.273
H -1.428 3.502 -2.099 0.242
H 0.136 -0.846 -2.011 0.927
H -2.562 -0.768 -1.646 0.276
H -1.736 -1.792 -2.907 0.815
H -3.724 -2.686 -1.047 0.528
H -2.206 -3.268 -0.211 -0.051
H -3.776 -5.869 -2.432 0.434
H -1.536 -5.887 0.545 0.415
H -2.296 -5.812 3.047 0.356
H -4.917 -5.387 3.640 0.348
H -6.669 -5.094 1.565 0.305
H -5.873 -5.173 -1.022 0.309
H -0.086 -3.395 -0.420 0.486
H 0.744 -2.487 1.662 0.422
H 2.776 -4.015 -0.251 0.469
C 5.024 4.907 -3.339 0.512
F 4.963 5.616 -4.491 -0.217
F 6.302 4.466 -3.238 -0.238
F 4.859 5.806 -2.337 -0.230
S 3.779 3.526 -3.279 1.167
O 4.104 2.668 -4.413 -0.717
O 2.479 4.177 -3.398 -0.693
O 3.989 2.880 -1.984 -0.692
```

=====

Entry 8:
Computed, not measured: an isolated molecule of C20H24N2O5S at a distorted geometry, with ωB97M-V/def2-TZVPD.

Computed properties:
E_HOMO, eV: -8.05
Energy relative to the best compared isomer or geometry (same formula, charge and spin), kcal per mole: 36.4
F_max, eV/Å: 1.3
Structure (SMILES): CC(C)CNS(=O)(=O)c1ccc(CCC(=O)Nc2ccc3c(c2)OCO3)cc1
E_tot, hartree: -1660.4264
Gap between HOMO and LUMO, eV: 8.44

```
52
Properties=species:S:1:pos:R:3:mulliken_charge:R:1
C 0.250 2.362 -1.598 -1.534
C -0.281 2.148 -0.183 2.399
C 0.745 2.607 0.851 -1.381
C -1.593 2.920 0.028 -1.378
N -2.742 2.382 -0.654 -0.185
S -3.768 1.367 0.158 1.278
O -4.920 1.204 -0.679 -0.719
O -3.922 1.895 1.481 -0.686
C -2.942 -0.221 0.275 0.276
C -2.096 -0.475 1.335 -0.749
C -1.453 -1.699 1.409 -0.359
C -1.671 -2.671 0.440 0.853
C -0.949 -3.990 0.501 -1.311
C 0.022 -4.125 -0.686 -1.035
C 0.784 -2.825 -0.905 0.534
O 0.603 -2.122 -1.872 -0.645
N 1.656 -2.550 0.105 -0.002
C 2.493 -1.441 0.265 0.387
C 3.175 -1.311 1.471 -0.595
C 4.038 -0.247 1.714 -1.232
C 4.193 0.677 0.710 1.122
C 3.511 0.546 -0.502 0.217
C 2.657 -0.497 -0.756 -0.388
O 3.837 1.593 -1.320 -0.504
C 4.739 2.394 -0.586 -0.387
O 4.963 1.810 0.679 -0.504
C -2.540 -2.399 -0.612 -0.284
C -3.170 -1.171 -0.700 -0.895
H -0.440 1.964 -2.338 0.378
H 0.390 3.424 -1.793 0.377
H 1.206 1.862 -1.727 0.206
H -0.471 1.079 -0.038 -0.735
H 0.957 3.667 0.727 0.381
H 0.372 2.449 1.860 0.426
H 1.671 2.050 0.738 0.060
H -1.874 2.925 1.083 0.416
H -1.455 3.960 -0.292 0.352
H -2.617 2.142 -1.623 0.317
H -1.961 0.281 2.093 0.455
H -0.784 -1.900 2.234 0.316
H -0.408 -4.066 1.446 0.445
H -1.668 -4.811 0.463 0.410
H -0.534 -4.327 -1.601 0.433
H 0.718 -4.947 -0.513 0.423
H 1.687 -3.207 0.872 0.217
H 3.037 -2.053 2.242 0.369
H 4.563 -0.150 2.649 0.431
H 2.134 -0.591 -1.690 0.577
H 5.692 2.470 -1.132 0.279
H 4.313 3.402 -0.456 0.299
H -2.724 -3.151 -1.364 0.386
H -3.854 -0.939 -1.501 0.487
```

=====

Question: What is the formula in the second record?
Answer: C29H32BBrCl32F16N5O7S2